Record 1
The following is a DFT calculation (the ωB97M-V functional and the def2-TZVPD basis) of a 2-piece molecular cluster, C7H5N2O2S overall in a non-equilibrium geometry.

Max |F| ... 0.12142 Eh/bohr
Charge ... -1
Total energy ... -927.87450 a.u.
E_HOMO ... -3.35 eV

Last column: Löwdin charge in e.
Geometry (Å):
C (1.92374, -1.15976, -1.22047)  -0.1377
C (1.08345, -1.84408, -0.33435)  -0.0743
C (1.64041, 0.08739, -1.75714)  -0.0974
C (-0.03087, -1.13371, 0.14885)  -0.1269
C (0.46105, 0.78924, -1.29487)  0.0092
C (-0.31056, 0.14552, -0.23836)  -0.2760
C (-1.66224, 0.73111, 0.13238)  -1.1082
N (-1.12781, 0.75212, 2.23434)  0.2529
N (-1.42236, 1.48384, 2.99158)  -0.2624
O (-1.80755, 1.96334, 0.00905)  -0.1495
O (-1.61573, 2.28347, 3.76566)  0.1069
S (-2.93872, -0.35347, 0.24928)  0.4691
H (2.76478, -1.64762, -1.54379)  0.0543
H (1.39629, -2.82403, 0.00865)  0.0884
H (2.15624, 0.43300, -2.58252)  0.0550
H (-0.71820, -1.64548, 0.80379)  0.0600
H (0.20809, 1.93912, -1.37207)  0.1366

Record 2
The following is a DFT calculation (the ωB97M-V functional and the def2-TZVPD basis) of the molecule C5H7N in a non-equilibrium geometry.

Max |F| ... 0.02273 Eh/bohr
Total energy ... -249.31144 a.u.
Structure (SMILES) ... C#C[C@@H]1CN1C
E_HOMO ... -8.78 eV

Last column: Löwdin charge in e.
Geometry (Å):
C (0.85686, 1.00893, 1.15066)  -0.0700
N (0.06222, -0.01872, 0.57955)  -0.2309
C (-0.15145, -1.36033, 0.83452)  -0.0503
C (0.07052, -0.67630, -0.65425)  -0.2469
C (-0.81790, -0.01267, -1.63650)  -0.0840
C (-1.44976, 0.67899, -2.40422)  0.0930
H (0.76113, 1.86714, 0.47822)  0.0886
H (1.92244, 0.77048, 1.29369)  0.0807
H (0.40463, 1.26437, 2.11313)  0.0857
H (0.61230, -1.89603, 1.44861)  0.1095
H (-1.15540, -1.73521, 1.00402)  0.0849
H (0.92988, -1.15568, -1.12638)  0.1170
H (-2.04546, 1.26503, -3.08105)  0.0227

Record 3
The following is a DFT calculation (the ωB97M-V functional and the def2-TZVPD basis) of a 3-piece molecular cluster, C19H23NO8 overall in a non-equilibrium geometry.

Max |F| ... 0.04729 Eh/bohr
Total energy ... -1394.37360 a.u.
Structure (SMILES) ... O=C1C=CC(=O)C=C1.O=C1C=CC(=O)C=C1.CCOCCOC(=O)OCCN
E_HOMO ... -8.85 eV

Last column: Löwdin charge in e.
Geometry (Å):
C (-1.44337, 1.62858, 0.42241)  -0.0567
C (-1.75560, 0.22669, 0.90633)  -0.2508
O (-0.57993, -0.53887, 0.69946)  -0.1417
C (-0.55710, -1.72156, 1.44454)  -0.1923
C (0.03529, -1.55600, 2.85454)  -0.1368
O (0.73633, -0.34357, 3.04440)  0.0511
C (1.83539, -0.23607, 2.29352)  -0.6421
O (2.50491, -1.15163, 1.97763)  0.1670
O (2.07054, 1.02742, 2.07216)  0.0775
C (2.98462, 1.31768, 1.01917)  -0.1487
C (2.30790, 1.73600, -0.26068)  -0.2668
N (2.14666, 0.63289, -1.19171)  0.0247
H (-2.34784, 2.12098, 0.09852)  0.0715
H (-0.76879, 1.50928, -0.40860)  0.0618
H (-0.95115, 2.17146, 1.21151)  0.0742
H (-2.01193, 0.21107, 1.96026)  0.1243
H (-2.55431, -0.18267, 0.29179)  0.1187
H (-0.02063, -2.50860, 0.93364)  0.1191
H (-1.57845, -2.07145, 1.57223)  0.0843
H (0.59930, -2.43265, 3.12619)  0.1224
H (-0.78183, -1.53222, 3.55812)  0.1173
H (3.69678, 0.53174, 0.81128)  0.1260
H (3.55988, 2.17045, 1.34603)  0.1205
H (2.98307, 2.47359, -0.70285)  0.0921
H (1.38154, 2.26008, -0.07375)  0.0995
H (3.05174, 0.35209, -1.54142)  0.0734
H (1.61110, 0.93031, -1.99008)  0.0444
C (2.34358, 4.43325, -4.90699)  0.0226
C (2.17547, 5.71958, -5.20050)  0.0227
C (1.82613, 6.70958, -4.15085)  -0.3854
O (1.67097, 7.88100, -4.41747)  0.1113
C (1.67338, 6.20816, -2.76177)  0.0254
C (1.84163, 4.92163, -2.46864)  0.0252
C (2.19082, 3.93322, -3.51870)  -0.3669
O (2.34643, 2.75840, -3.25415)  0.0945
H (2.59758, 3.69542, -5.65736)  0.1222
H (2.28301, 6.10401, -6.20669)  0.1227
H (1.41910, 6.94537, -2.01096)  0.1236
H (1.73375, 4.53765, -1.46248)  0.1121
C (-4.22251, -5.37236, 2.71824)  0.0225
C (-4.52598, -6.56350, 2.21020)  0.0225
C (-3.68224, -7.19155, 1.16234)  -0.3852
O (-3.95936, -8.27559, 0.69783)  0.1108
C (-2.48658, -6.43950, 0.70518)  0.0260
C (-2.18325, -5.24841, 1.21352)  0.0288
C (-3.02746, -4.62200, 2.26088)  -0.3676
O (-2.75087, -3.53600, 2.72707)  0.0956
H (-4.82443, -4.89682, 3.48211)  0.1221
H (-5.39257, -7.12735, 2.53092)  0.1225
H (-1.88420, -6.91434, -0.05865)  0.1239
H (-1.31654, -4.68488, 0.89230)  0.1141

Record 4
The following is a DFT calculation (the ωB97M-V functional and the def2-TZVPD basis) of C4H6N2 as an isolated structure in a non-equilibrium geometry.

Max |F| ... 0.03049 Eh/bohr
Total energy ... -265.29064 a.u.
E_HOMO (alpha / beta) ... -10.00 / -9.23 eV

Last column: Löwdin charge in e.
Geometry (Å):
N (-2.40352, 1.92441, 0.73952)  0.1614
C (-1.39483, 1.43665, 0.45432)  -0.1557
C (-0.15413, 0.76326, 0.10769)  -0.5100
C (0.46853, -0.44268, 0.75518)  -0.0295
C (1.05724, -0.61370, -0.61146)  -0.2780
N (0.17306, 0.38362, -1.19974)  0.0646
H (0.72403, 1.33143, 0.52545)  0.1848
H (0.94886, -0.52902, 1.73262)  0.0999
H (-1.24767, -1.34397, -0.05701)  0.1047
H (1.00621, -1.58837, -1.10630)  0.1233
H (2.11625, -0.30859, -0.58449)  0.1354
H (-1.29402, -1.01305, -0.75579)  0.0991

Record 5
The following is a DFT calculation (the ωB97M-V functional and the def2-TZVPD basis) of the molecule CH2I2S in a non-equilibrium geometry.

Max |F| ... 0.05361 Eh/bohr
Total energy ... -1032.79673 a.u.
E_HOMO (alpha / beta) ... -8.03 / -8.69 eV

Last column: Löwdin charge in e.
Geometry (Å):
C (0.56938, 0.20695, 0.38323)  -1.1785
S (-0.92417, -0.09402, -0.17837)  0.5166
I (-3.74134, 0.75970, -0.04392)  -0.1162
I (1.92945, 1.66266, -0.06780)  0.8553
H (0.96270, -0.40438, 1.25674)  0.0085
H (-0.76222, 0.70012, -1.24583)  -0.0857

Record 6
The following is a DFT calculation (the ωB97M-V functional and the def2-TZVPD basis) of a 2-piece molecular cluster, C19H30BFN3O7PS overall in a non-equilibrium geometry.

Max |F| ... 0.07409 Eh/bohr
Total energy ... -2297.08674 a.u.
Structure (SMILES) ... C[C@@H](F)Cc1cc([PH2]=N)c2ncc(B(O)O)nc2c1COCOCCO.O=S1(=O)CCCC1
E_HOMO ... -7.45 eV

Last column: Löwdin charge in e.
Geometry (Å):
C (4.66226, -0.07869, 1.69128)  -0.0468
C (3.22890, 0.21119, 1.05458)  -0.3399
F (3.43602, 0.44101, -0.33446)  -0.0436
C (2.37294, -1.08289, 1.28418)  -0.1051
C (0.88212, -0.97998, 0.81975)  -0.1023
C (0.20211, 0.25550, 0.31813)  -0.0157
C (-1.20605, 0.20910, -0.11388)  -0.2279
P (-1.90495, 1.83965, -0.77053)  0.7235
N (-2.81418, 1.67402, -2.06148)  -0.3187
C (-2.03019, -1.05647, -0.03211)  -0.1816
N (-3.36010, -0.97006, -0.42821)  0.1086
C (-3.94845, -2.19321, -0.33607)  -0.0397
C (-3.29969, -3.44589, 0.15729)  -0.0939
B (-4.15464, -4.81438, 0.20345)  -0.4782
O (-5.52837, -4.81370, -0.21145)  0.0872
O (-3.59483, -6.05866, 0.60368)  0.1090
N (-1.98782, -3.51103, 0.54794)  0.1664
C (-1.35866, -2.27772, 0.46082)  -0.1246
C (0.09569, -2.22319, 0.86057)  -0.0260
C (0.76599, -3.57111, 1.33743)  -0.1537
O (1.14381, -4.27907, 0.13286)  -0.0853
C (2.39738, -4.92312, 0.31586)  -0.2523
O (3.47301, -4.14875, -0.22996)  -0.1221
C (4.72229, -4.58585, 0.33627)  -0.1800
C (5.92604, -3.61584, -0.00064)  -0.2230
O (5.61116, -2.61210, -0.97332)  -0.0845
H (5.19934, -0.90715, 1.14279)  0.0638
H (4.45668, -0.50188, 2.72337)  0.0835
H (5.27846, 0.84746, 1.81356)  0.0805
H (2.84240, 1.13217, 1.56366)  0.1412
H (2.40077, -1.39046, 2.37193)  0.1302
H (2.84957, -1.89836, 0.65480)  0.1297
H (0.78546, 1.21377, 0.26729)  0.0961
H (-0.78023, 2.64868, -1.16420)  0.0075
H (-2.61717, 2.49966, 0.29061)  0.0001
H (-2.88587, 0.68101, -2.29452)  -0.0595
H (-5.03019, -2.25802, -0.63403)  0.1228
H (-5.98247, -4.32562, 0.50850)  0.1068
H (-3.71763, -6.18336, 1.56073)  0.1060
H (1.61693, -3.39786, 2.04537)  0.1126
H (0.01222, -4.20547, 1.89162)  0.1278
H (2.55794, -5.19448, 1.40135)  0.1330
H (2.36331, -5.90614, -0.24771)  0.1504
H (4.59589, -4.58147, 1.46037)  0.1210
H (4.99189, -5.63139, -0.00384)  0.1310
H (6.79304, -4.21996, -0.40400)  0.1181
H (6.26842, -3.13514, 0.96802)  0.1131
H (6.21912, -1.85781, -0.86037)  0.0918
C (-3.70507, 7.79909, -1.41988)  -0.2244
C (-2.22331, 8.02827, -1.10696)  -0.2192
C (-1.65961, 6.71128, -0.56551)  -0.2238
S (-2.64900, 5.40604, -1.29497)  0.6401
O (-3.38312, 4.74419, -0.24342)  -0.3491
O (-1.84921, 4.67943, -2.24714)  -0.3487
C (-3.76893, 6.47879, -2.17918)  -0.2276
H (-4.12686, 8.61775, -2.00445)  0.1154
H (-4.27164, 7.72228, -0.48729)  0.1193
H (-1.69631, 8.30474, -2.02457)  0.1175
H (-2.08230, 8.84011, -0.39168)  0.1135
H (-0.61673, 6.57295, -0.84754)  0.1031
H (-1.76318, 6.64702, 0.51800)  0.1043
H (-4.76530, 6.04037, -2.19677)  0.1118
H (-3.38914, 6.59076, -3.19593)  0.1104

Record 7
The following is a DFT calculation (the ωB97M-V functional and the def2-TZVPD basis) of the molecule C18H22BrN3O4S in a non-equilibrium geometry.

Max |F| ... 0.02104 Eh/bohr
Total energy ... -4136.54194 a.u.
Structure (SMILES) ... COc1ccc(S(=O)(=O)N(C)C)cc1NCC(=O)Nc1ccc(Br)c(C)c1
E_HOMO ... -8.04 eV

Last column: Löwdin charge in e.
Geometry (Å):
C (-5.63645, 0.50514, -2.52644)  -0.0754
H (-5.93450, 1.50726, -2.20463)  0.0991
O (-4.92654, -0.17160, -1.51535)  -0.0901
C (-3.75798, 0.37871, -1.05771)  -0.1972
C (-3.18510, 1.53912, -1.54696)  -0.0012
C (-1.97009, 1.98868, -1.04229)  -0.0505
C (-1.38253, 1.30024, -0.00681)  -0.2825
C (-1.96319, 0.16799, 0.53617)  -0.0051
C (-3.13094, -0.34904, -0.01404)  -0.1768
N (-3.65688, -1.58157, 0.31231)  0.0197
H (-4.60921, -1.70554, 0.00246)  0.1318
C (-3.26328, -2.33871, 1.47548)  -0.0854
H (-3.80833, -3.28621, 1.46439)  0.1351
H (-3.49834, -1.82862, 2.42052)  0.1350
C (-1.75880, -2.65422, 1.52345)  -0.4798
O (-1.20749, -2.88128, 2.57352)  0.0855
N (-1.15959, -2.64907, 0.29972)  0.1300
C (0.16037, -2.22380, 0.06650)  -0.2280
C (0.41497, -1.53590, -1.11588)  0.0089
C (1.64848, -0.95942, -1.37009)  -0.3196
C (2.62609, -1.10271, -0.39107)  -0.6362
C (2.40491, -1.81628, 0.77047)  -0.1191
C (1.16961, -2.38845, 1.00478)  -0.0123
H (0.97676, -2.91599, 1.92288)  0.1072
H (3.19068, -1.90972, 1.50406)  0.1039
Br (4.31748, -0.28696, -0.63246)  0.7767
C (1.88782, -0.16773, -2.61278)  -0.0809
H (1.90614, 0.89153, -2.35139)  0.0636
H (1.09390, -0.33350, -3.33689)  0.0793
H (2.84462, -0.42498, -3.06506)  0.0601
H (-0.37945, -1.41163, -1.84035)  0.1241
H (-1.78495, -2.47667, -0.47852)  0.1329
H (-1.45906, -0.30410, 1.36259)  0.1174
S (0.23209, 1.79826, 0.56292)  0.6762
O (1.02336, 2.15041, -0.58101)  -0.2863
O (0.75363, 0.79518, 1.45006)  -0.2616
N (-0.11393, 3.22962, 1.39349)  -0.3364
C (-0.82681, 2.94656, 2.61767)  -0.1092
H (-1.12843, 3.88523, 3.08076)  0.0935
H (-0.21365, 2.37076, 3.32030)  0.0925
H (-1.71417, 2.36788, 2.36724)  0.0797
C (1.05577, 4.06467, 1.57068)  -0.1035
H (1.58136, 4.09061, 0.61949)  0.0780
H (0.73756, 5.07100, 1.84303)  0.0915
H (1.72797, 3.67246, 2.34202)  0.0953
H (-1.47850, 2.85479, -1.45048)  0.1184
H (-3.65855, 2.09040, -2.34281)  0.1075
H (-5.05091, 0.57532, -3.44772)  0.0986
H (-6.52628, -0.09483, -2.71028)  0.0959

Record 8
The following is a DFT calculation (the ωB97M-V functional and the def2-TZVPD basis) of a 2-piece molecular cluster, CH5P overall in a non-equilibrium geometry.

Max |F| ... 0.04107 Eh/bohr
Total energy ... -382.29805 a.u.
E_HOMO (alpha / beta) ... -9.19 / -8.78 eV

Last column: Löwdin charge in e.
Geometry (Å):
C (-1.27957, -0.40335, -0.05969)  0.0075
P (2.06871, -0.07492, -0.00470)  0.5812
H (-1.51018, -0.10392, 0.96128)  -0.0334
H (-1.50674, -1.49846, -0.18332)  -0.0004
H (-1.38175, 0.42438, -0.79681)  -0.0080
H (1.78591, 0.72077, 1.03079)  -0.2992
H (1.82362, 0.93549, -0.94755)  -0.2477